1.
Below is a molecular structure, C13H17AsCl3N2O8PdS2, with properties calculated with ωB97M-V with the def2-TZVPD basis set.

The calculation puts the HOMO energy at -6.0 eV. The total energy comes out at -156676.49525 eV. The energy relative to the best compared isomer or geometry (same formula, charge and spin) is 21.04 kcal/mol. The charge is -1. The value obtained for the HOMO-LUMO gap is 8.23 eV. For the maximum force, the calculation gives 0.8 eV Å⁻¹.

Last column: Mulliken charge in e.
CARTESIAN COORDINATES (ANGSTROEM)
Pd: -0.671 -0.240 0.729  1.258
As: 1.365 -2.557 1.251  1.033
Cl: -3.924 0.149 -2.788  -0.163
Cl: -1.625 -1.267 -3.865  -0.125
Cl: -1.925 1.561 -4.323  -0.147
S: 1.310 0.885 2.495  1.910
S: -2.842 0.004 1.372  -0.489
O: -1.368 -0.480 -1.086  -0.694
O: -1.180 1.724 -1.541  -0.537
O: -0.104 -2.697 2.263  -0.583
O: 0.947 -1.606 -0.061  -0.733
O: 1.517 0.967 1.063  -0.601
O: 1.942 -4.079 1.064  -0.818
O: -0.084 0.329 2.713  -0.972
O: 1.555 2.093 3.246  -0.723
N: -3.720 2.258 0.298  -0.139
N: -1.923 2.443 1.822  0.101
C: 3.258 0.027 4.143  -0.295
C: -4.755 4.407 -0.359  -1.407
C: 2.417 -0.362 3.112  0.220
C: 4.310 -2.124 4.111  -0.583
C: 3.455 -2.518 3.088  -0.418
C: -2.167 0.252 -3.162  0.576
C: -3.617 3.427 -0.580  0.133
C: -0.445 4.230 0.980  -0.642
C: 2.493 -1.654 2.576  -0.811
C: 4.207 -0.856 4.644  -0.513
C: -1.463 0.571 -1.796  0.232
C: -2.812 1.743 1.139  0.606
C: -1.652 3.873 1.838  -0.591
H: -2.651 3.897 -0.446  0.005
H: -4.644 5.269 -1.017  0.370
H: -0.496 -3.546 2.026  0.277
H: -4.779 4.760 0.674  0.298
H: -0.575 3.892 -0.049  0.047
H: -4.299 1.522 -0.082  0.336
H: -0.284 5.310 0.985  0.387
H: -1.246 1.851 2.306  0.022
H: 5.049 -2.818 4.492  0.370
H: -5.718 3.942 -0.574  0.365
H: 4.863 -0.541 5.446  0.369
H: -1.462 4.140 2.880  0.387
H: 0.450 3.742 1.367  0.245
H: 3.505 -3.515 2.666  0.545
H: 3.174 1.032 4.531  0.475
H: -2.550 4.409 1.539  0.185
H: -3.612 3.049 -1.604  0.234

2.
Below is a molecular structure, C32H31AsF7N7O9S2V at a distorted geometry, with properties calculated with ωB97M-V with the def2-TZVPD basis set.

The calculation puts the HOMO energy (spin up / spin down) at -5.0 / -5.3 eV. The total energy comes out at -189767.93094 eV. Its spin multiplicity is 3. The energy relative to the best compared isomer or geometry (same formula, charge and spin) is 48.38 kcal/mol. The charge is -1. The value obtained for the HOMO-LUMO gap (spin up / spin down) is 4.33 / 4.59 eV. For the maximum force, the calculation gives 1.1 eV Å⁻¹.

Last column: Mulliken charge in e.
CARTESIAN COORDINATES (ANGSTROEM)
As: 2.956 3.917 2.022  2.142
V: -0.224 -0.615 0.290  0.629
S: -1.316 -2.502 -4.203  -0.192
S: -0.497 -2.542 -1.364  -0.316
F: 3.849 5.342 2.479  -0.528
F: 3.977 2.948 3.030  -0.508
F: 2.021 2.516 1.575  -0.587
F: 4.014 3.677 0.673  -0.496
F: 1.867 4.183 3.366  -0.509
F: -0.015 0.425 -7.224  -0.454
F: 1.916 4.917 1.025  -0.481
O: 1.681 -0.356 -0.033  -0.408
O: -0.075 -0.672 2.366  -0.629
O: 0.367 -2.473 3.496  -0.707
O: -3.889 -1.515 1.849  -0.737
O: -2.192 -0.801 0.563  -0.268
O: 3.609 -1.486 0.095  -0.758
O: 0.312 -2.468 1.323  -0.675
O: 1.957 1.105 -2.702  -0.671
O: -3.866 -0.005 -1.652  -0.484
N: -0.971 -0.316 -2.823  -1.158
N: -0.766 0.307 -1.607  1.782
N: 0.651 -2.207 -8.004  0.347
N: 0.213 -1.909 2.451  0.988
N: 2.987 -2.680 -3.812  0.333
N: -0.840 -3.186 -10.169  -0.127
N: -0.628 1.491 0.722  1.264
C: -1.017 3.642 -0.247  -0.820
C: -5.039 2.667 1.294  -0.704
C: 2.183 -0.064 -2.953  0.765
C: 2.696 -1.067 -2.034  0.351
C: -3.357 -0.738 1.072  0.146
C: -5.153 3.026 -0.039  -0.546
C: -0.838 2.279 -0.346  0.580
C: 4.647 -4.557 -3.662  -0.910
C: 0.802 -0.309 -6.409  0.507
C: 1.921 -0.597 -4.326  0.330
C: 3.093 -2.262 -2.508  -0.471
C: -4.233 0.898 -0.690  0.964
C: -0.553 -2.977 -7.753  -0.046
C: 2.704 -0.948 -0.519  0.026
C: -4.085 0.534 0.649  0.269
C: -0.930 1.568 -1.612  -1.282
C: -0.821 3.412 2.113  -0.837
C: -0.623 2.050 1.924  -0.505
C: 2.304 -1.887 -4.710  0.595
C: 1.943 -2.363 -5.975  -0.765
C: -0.903 -1.608 -2.718  0.467
C: -0.999 4.222 1.015  -0.689
C: 3.340 -4.027 -4.154  -0.267
C: -4.762 2.136 -1.031  -0.552
C: -0.754 -3.967 -8.879  -1.186
C: -4.516 1.422 1.623  -0.458
C: 1.168 -1.591 -6.814  -0.940
C: 1.180 0.194 -5.197  -1.118
C: 4.467 -4.253 -5.123  -0.465
C: 0.528 -1.404 -9.199  -0.477
C: 0.385 -2.332 -10.390  -0.918
C: -2.458 -1.348 -4.995  -0.854
H: -1.651 -2.565 -10.108  0.397
H: -4.869 2.399 -2.079  0.368
H: 5.267 -3.884 -3.087  0.315
H: -3.746 0.459 -2.487  0.164
H: -5.344 3.353 2.074  0.394
H: -0.994 -3.809 -10.959  0.347
H: -1.101 5.292 1.130  0.491
H: -0.764 3.818 3.111  0.426
H: 4.675 -5.588 -3.344  0.244
H: -4.410 1.125 2.659  0.446
H: -3.260 -1.106 -4.302  0.340
H: -1.444 -2.330 -7.668  0.224
H: -2.888 -1.866 -5.855  0.406
H: 0.103 -4.630 -8.976  0.378
H: -1.187 2.092 -2.529  0.274
H: -0.333 -0.718 -9.176  0.386
H: 0.869 1.174 -4.859  0.422
H: 2.219 -3.358 -6.296  0.487
H: -0.461 -3.507 -6.805  0.418
H: 4.381 -5.076 -5.820  0.294
H: 0.242 -1.792 -11.325  0.415
H: 3.505 -2.985 -1.818  0.659
H: -5.549 3.996 -0.315  0.384
H: -1.672 -4.543 -8.777  0.405
H: 4.957 -3.369 -5.507  0.231
H: -1.159 4.232 -1.142  0.505
H: 1.421 -0.794 -9.329  0.490
H: -0.423 1.397 2.760  0.695
H: 1.230 -3.013 -10.470  0.366
H: -1.955 -0.436 -5.312  0.160
H: 2.503 -4.718 -4.190  0.484

3.
Below is a molecular structure, C18H29CuFN5O9P2 at a distorted geometry, with properties calculated with ωB97M-V with the def2-TZVPD basis set.

The calculation puts the HOMO energy (spin up / spin down) at -10.4 / -10.4 eV. The total energy comes out at -110948.80163 eV. Its spin multiplicity is 2. The energy relative to the best compared isomer or geometry (same formula, charge and spin) is 20.22 kcal/mol. The charge is +1. The value obtained for the HOMO-LUMO gap (spin up / spin down) is 7.03 / 7.00 eV. For the maximum force, the calculation gives 3.2 eV Å⁻¹.

Last column: Mulliken charge in e.
CARTESIAN COORDINATES (ANGSTROEM)
Cu: 8.889 9.834 5.355  0.043
P: 6.451 11.306 6.754  0.741
P: 9.222 11.093 8.377  0.720
F: 7.347 16.151 6.106  -0.351
O: 9.428 10.976 10.037  -0.653
O: 8.992 11.659 4.780  -1.050
O: 9.296 9.733 7.691  -0.771
O: 5.126 10.511 7.215  -0.629
O: 10.006 12.256 7.937  -0.517
O: 10.599 9.448 4.821  -0.500
O: 12.782 9.857 4.512  -0.683
O: 6.319 12.744 6.446  -0.704
O: 7.004 10.275 5.834  -0.515
N: 8.455 7.859 5.298  -0.350
N: 7.022 9.873 9.072  -0.245
N: 12.316 13.816 5.923  0.386
N: 9.669 17.691 6.588  0.265
N: 10.479 20.225 6.086  -0.094
C: 11.358 11.694 5.183  0.306
C: 13.399 14.331 6.819  -0.594
C: 11.101 14.458 5.800  0.491
C: 12.399 12.475 5.573  -0.552
C: 6.872 12.321 9.311  -1.538
C: 9.786 16.389 6.204  -0.721
C: 11.653 10.239 4.841  0.268
C: 14.157 15.369 6.008  -1.095
C: 8.613 15.637 5.904  0.269
C: 10.314 18.254 7.768  -0.583
C: 8.702 14.334 5.456  -0.627
C: 9.970 13.714 5.380  0.501
C: 9.125 19.946 5.660  -0.923
C: 10.705 19.791 7.502  -0.625
C: 10.067 12.307 5.020  1.332
C: 7.377 11.182 8.397  0.807
C: 8.683 18.445 5.884  -0.629
C: 11.002 15.759 6.176  -1.011
H: 10.723 21.187 5.901  0.334
H: 7.280 12.232 10.354  0.404
H: 13.080 14.714 7.780  0.333
H: 11.773 19.886 7.658  0.413
H: 5.776 12.306 9.417  0.446
H: 6.932 9.937 10.084  0.353
H: 8.460 17.940 4.911  0.362
H: 11.220 17.720 8.062  0.309
H: 15.272 15.210 6.061  0.327
H: 10.239 11.476 10.156  0.325
H: 14.151 13.548 6.972  0.469
H: 11.063 19.631 5.484  0.399
H: 8.411 20.661 6.129  0.328
H: 9.440 7.507 5.191  0.382
H: 14.019 16.455 6.264  0.299
H: 7.015 13.334 8.917  0.221
H: 7.768 18.353 6.423  0.533
H: 10.156 20.490 8.192  0.284
H: 4.424 11.134 7.568  0.374
H: 11.915 16.326 6.394  0.518
H: 9.630 18.089 8.673  0.361
H: 8.187 7.620 6.274  0.256
H: 7.805 13.694 5.219  0.497
H: 13.317 11.997 5.745  0.470
H: 6.162 9.504 8.661  0.390
H: 13.843 15.406 4.951  0.375
H: 7.780 7.485 4.681  0.281
H: 9.066 20.201 4.626  0.434
H: 7.768 9.133 8.938  0.354

4.
Below is a molecular structure, C50H40ClN6O5S2Sr at a distorted geometry, with properties calculated with ωB97M-V with the def2-TZVPD basis set.

The calculation puts the HOMO energy (spin up / spin down) at -4.1 / -4.1 eV. The total energy comes out at -106710.38846 eV. The charge is -1. The value obtained for the HOMO-LUMO gap (spin up / spin down) is 6.00 / 5.99 eV. For the maximum force, the calculation gives 3.4 eV Å⁻¹.

Last column: Mulliken charge in e.
CARTESIAN COORDINATES (ANGSTROEM)
Sr: -0.067 -0.460 0.817  1.500
Cl: 3.031 -6.506 -3.014  -0.301
S: 1.126 -0.594 -3.122  0.034
S: -2.843 1.763 -0.566  0.740
O: 0.963 -0.539 -1.694  -0.219
O: 0.563 4.042 2.500  -0.814
O: -2.999 -1.218 4.336  -0.802
O: -0.219 -2.661 -0.111  -0.510
O: -2.101 0.469 -0.536  -0.530
N: -0.598 2.183 1.551  2.536
N: 2.082 0.329 2.654  0.546
N: 0.010 -2.209 2.933  0.738
N: -1.590 0.102 3.039  0.855
N: 2.623 -1.634 0.766  1.571
N: 1.882 1.712 0.179  1.194
C: -1.370 -1.834 -2.975  0.226
C: 5.029 -1.075 0.935  -0.667
C: -0.955 -2.857 4.985  -0.738
C: -0.445 2.510 -1.974  0.658
C: 0.013 -3.813 5.189  -0.470
C: 5.812 0.563 2.470  -0.811
C: -0.036 -4.467 -1.532  -0.462
C: -4.161 1.595 -1.786  -0.034
C: 2.609 -4.561 -1.241  -1.410
C: -0.131 -1.977 -5.021  -0.704
C: -2.432 3.640 2.410  -0.557
C: -5.464 0.412 -3.483  -0.608
C: 2.051 -5.421 -2.160  -0.353
C: -0.525 1.732 -3.322  -0.394
C: 3.409 0.053 2.395  0.089
C: -5.029 2.679 -1.908  -0.209
C: 0.403 3.052 1.740  -1.846
C: -2.372 -2.653 -3.519  -1.068
C: 1.021 -3.907 4.247  -1.267
C: -1.099 -2.776 -5.600  -0.850
C: 2.837 2.244 3.861  -1.303
C: -4.368 0.465 -2.610  0.087
C: -4.278 2.725 3.497  -0.690
C: 0.761 1.017 -3.766  -0.876
C: -6.346 1.489 -3.487  -0.292
C: 2.975 1.522 -0.523  -0.725
C: 1.818 1.373 3.394  -0.006
C: 1.694 2.811 0.885  1.247
C: -0.972 -2.071 3.859  -0.096
C: 4.487 0.839 2.916  0.486
C: -2.332 1.287 3.035  -1.033
C: -2.254 -3.045 -4.845  -0.667
C: 3.989 2.484 -0.515  -1.121
C: 4.144 1.963 3.699  -1.171
C: 3.815 3.655 0.211  -0.825
C: -3.635 1.514 3.544  -0.894
C: -1.784 3.094 -1.475  -1.412
C: 6.081 -0.259 1.404  -0.989
C: 0.944 -3.127 3.121  -0.314
C: 0.697 -5.364 -2.261  -0.216
C: 2.887 -2.770 0.328  -1.385
C: 2.686 3.745 0.957  -0.435
C: -3.691 3.791 2.878  -0.802
C: -0.246 -1.527 -3.740  0.505
C: -6.145 2.610 -2.737  -0.913
C: 3.718 -0.969 1.436  0.351
C: -1.779 2.407 2.359  -0.198
C: -1.951 -0.954 3.730  0.317
C: 1.961 -3.573 -0.492  1.240
C: 0.548 -3.521 -0.646  0.376
H: -1.184 -4.513 -1.625  0.228
H: -3.253 -2.913 -2.988  0.622
H: -3.629 -0.414 -2.499  -0.250
H: 4.588 4.424 0.399  0.335
H: 0.768 1.508 3.646  0.546
H: 3.685 -4.633 -1.158  0.325
H: 0.816 -1.816 -5.544  0.398
H: -4.090 0.650 3.979  0.532
H: 2.471 3.056 4.403  0.619
H: 3.900 -3.170 0.521  0.598
H: -0.953 -3.170 -6.573  0.484
H: 3.175 0.558 -1.008  0.314
H: -1.470 -1.485 -1.913  0.768
H: -1.542 3.800 -0.697  0.362
H: 1.890 -4.548 4.301  0.451
H: -6.855 3.434 -2.821  0.362
H: -1.784 -2.759 5.670  0.504
H: 0.887 0.995 -4.852  0.588
H: -4.201 4.711 2.736  0.429
H: -2.426 3.410 -2.265  0.961
H: 5.152 -1.596 -0.007  0.401
H: -5.647 -0.426 -4.159  0.444
H: -5.275 2.776 3.869  0.395
H: 4.881 2.309 -1.083  0.477
H: 0.139 -6.100 -2.926  0.277
H: 2.500 4.551 1.623  0.586
H: 1.691 -3.043 2.387  0.468
H: -4.836 3.565 -1.301  0.424
H: -1.291 0.959 -3.294  -0.246
H: 6.653 1.161 2.911  0.265
H: 0.306 3.299 -2.060  0.593
H: -1.940 4.385 1.756  0.310
H: -0.839 2.417 -4.119  0.576
H: 7.059 -0.184 0.913  0.337
H: 1.693 1.566 -3.459  0.378
H: -0.012 -4.525 6.050  0.329
H: -7.252 1.408 -4.078  0.346
H: -0.070 1.850 -1.170  -0.579
H: 4.941 2.583 4.099  0.364
H: -3.097 -3.605 -5.256  0.371

5.
Below is C6H9N in the gas phase, with properties calculated with ωB97M-V with the def2-TZVPD basis set.

The calculation puts the HOMO energy at -9.2 eV. The total energy comes out at -7854.47628 eV. The energy relative to the best compared isomer or geometry (same formula, charge and spin) is 84.94 kcal/mol. The structure (SMILES) is CC#CCN1CC1. The value obtained for the HOMO-LUMO gap is 10.25 eV. For the maximum force, the calculation gives 0.9 eV Å⁻¹.

Last column: Mulliken charge in e.
CARTESIAN COORDINATES (ANGSTROEM)
N: -1.238 -0.662 0.444  -0.326
C: -2.473 -0.004 0.092  -0.394
C: -0.471 -1.160 -0.691  -0.222
C: 2.874 0.508 0.250  -1.155
C: 1.900 -0.536 -0.013  0.355
C: -1.318 0.782 0.598  -0.325
C: 0.940 -1.201 -0.304  -0.311
H: -2.697 0.096 -0.971  0.227
H: -3.313 -0.237 0.740  0.237
H: -0.897 -2.104 -1.038  0.348
H: -0.804 1.428 -0.119  0.218
H: 2.937 1.158 -0.630  0.268
H: 3.867 0.122 0.474  0.334
H: -1.322 1.159 1.621  0.223
H: -0.506 -0.462 -1.548  0.259
H: 2.521 1.111 1.095  0.265